Entry 1:
Here is a molecular structure, C25H24N6O3RuS2 at a distorted geometry from OMol25. Energies are from the ωB97M-V functional and the def2-TZVPD basis.

```
61
Properties=species:S:1:pos:R:3:nbo_charge:R:1
Ru 0.6702 -0.1044 -0.3920 0.882
C -2.0601 0.7346 0.7543 -0.223
C -2.5694 0.5906 -0.6783 -0.460
C -2.0976 -0.5597 -1.5342 0.226
C -3.0472 -1.1895 -2.3277 -0.234
C -2.6793 -2.2007 -3.1986 -0.106
C -1.3417 -2.5444 -3.2827 -0.218
C -0.4378 -1.8858 -2.4757 0.061
N -0.8030 -0.9255 -1.6008 -0.448
N -0.6680 1.2209 0.8950 -0.320
C -0.1294 1.0314 2.2603 -0.268
C 1.3717 1.1028 2.2095 0.192
C 2.1230 1.5396 3.2814 -0.233
C 3.5022 1.6303 3.1477 -0.100
C 4.0786 1.3065 1.9322 -0.221
C 3.2704 0.8549 0.9049 0.083
N 1.9403 0.7379 1.0498 -0.456
C -0.5167 2.6480 0.5457 -0.278
C -0.2513 2.8462 -0.8968 0.212
C -0.3505 4.0894 -1.4918 -0.232
C -0.1417 4.1949 -2.8575 -0.088
C 0.1308 3.0462 -3.5852 -0.231
C 0.2556 1.8477 -2.9129 0.090
N 0.0842 1.7560 -1.5863 -0.406
H -2.1322 -0.2235 1.2620 0.226
H -2.7383 1.4284 1.2605 0.230
H -2.3916 1.5148 -1.2323 0.243
H -3.6515 0.4941 -0.5955 0.260
H -4.0812 -0.8799 -2.2616 0.246
H -3.4220 -2.7031 -3.8038 0.255
H -0.9891 -3.3054 -3.9639 0.262
H 0.6113 -2.1237 -2.5518 0.253
H -0.4623 0.0712 2.6450 0.244
H -0.5012 1.8020 2.9411 0.241
H 1.6376 1.8111 4.2096 0.249
H 4.1105 1.9632 3.9779 0.255
H 5.1438 1.3880 1.7709 0.263
H 3.6944 0.5748 -0.0487 0.263
H 0.3209 3.0694 1.1044 0.254
H -1.4099 3.2030 0.8453 0.245
H -0.6015 4.9575 -0.8970 0.250
H -0.2052 5.1570 -3.3479 0.256
H 0.2600 3.0739 -4.6572 0.261
H 0.5115 0.9406 -3.4364 0.252
O 1.9677 0.0644 -2.1586 -0.910
S 2.9756 -1.0650 -2.0812 2.294
O 2.8112 -2.0452 -3.1008 -0.878
O 4.2733 -0.6245 -1.6845 -0.895
S 2.1729 -1.9740 -0.3496 -0.161
N -1.7103 -5.4633 4.6698 -0.154
C -1.3255 -4.7643 3.8450 0.205
C -0.8900 -3.8168 2.8582 -0.064
C -1.6345 -3.5969 1.7040 -0.180
C -1.2615 -2.5681 0.8617 0.049
N -0.2065 -1.7852 1.1012 -0.415
C 0.5594 -2.0554 2.1722 0.022
C 0.2504 -3.0471 3.0773 -0.137
H -2.4963 -4.2069 1.4749 0.267
H -1.8516 -2.3615 -0.0190 0.229
H 1.4481 -1.4555 2.3093 0.235
H 0.8802 -3.2160 3.9391 0.261
```

E_tot in Ha: -2412.066935
Charge: +2
E_HOMO in eV: -14.8
Lowest unoccupied orbital energy in eV: -8.00

---

Entry 2:
Here is a molecular structure, HI3OP at a distorted geometry from OMol25. Energies are from the ωB97M-V functional and the def2-TZVPD basis.

```
6
Properties=species:S:1:pos:R:3:nbo_charge:R:1
O 0.6757 -0.6197 -1.1080 -1.059
P 1.5158 -0.0299 -0.0141 1.175
I 1.8359 -1.8709 1.4678 0.074
I -0.9388 1.4436 1.4729 0.091
I -3.0928 1.5166 0.0249 0.111
H 0.0041 -0.4397 -1.8435 0.607
```

Relative energy (zero: lowest compared OMol25 entry of this formula, charge and spin) in kcal/mol: 34.4
E_tot in Ha: -1310.010866
Charge: +1
E_HOMO in eV: -13.2
Lowest unoccupied orbital energy in eV: -6.44

---

Entry 3:
Here is a single C7H13N molecule at a distorted geometry from OMol25. Energies are from the ωB97M-V functional and the def2-TZVPD basis.

```
21
Properties=species:S:1:pos:R:3:nbo_charge:R:1
C 2.0922 0.9886 0.6192 -0.607
C 1.2558 -0.1085 -0.0123 0.193
C -0.0348 0.3213 -0.6069 -0.271
C -1.2744 1.1606 -0.5722 -0.388
C -2.2374 -0.0548 -0.0211 -0.403
C -1.3278 -1.2087 0.5321 -0.394
C 0.0006 -0.4406 0.7206 -0.278
H 2.6809 1.3270 -0.2643 0.205
H 1.4631 1.8304 0.9165 0.220
H 2.7736 0.5849 1.4146 0.219
H 2.8864 -0.8320 -1.0768 0.368
H 1.5395 -1.9530 -1.0607 0.380
H -0.1487 -0.3913 -1.4099 0.180
H -1.5065 1.4623 -1.5667 0.208
H -1.2864 1.9993 0.1285 0.205
H -2.8374 0.3397 0.8113 0.201
H -2.8777 -0.4103 -0.8399 0.205
H -1.2374 -2.0298 -0.1448 0.199
H -1.8278 -1.6518 1.4024 0.209
H -0.1297 0.2427 1.5907 0.191
N 2.0341 -1.1759 -0.5603 -0.843
```

Relative energy (zero: lowest compared OMol25 entry of this formula, charge and spin) in kcal/mol: 74.0
Structure (SMILES): CC1(N)[C@@H]2CCC[C@H]21
E_tot in Ha: -329.153512
E_HOMO in eV: -8.3
Lowest unoccupied orbital energy in eV: 1.07

---

Entry 4:
Here is a molecular structure, C27H34N7ReS2Se at a distorted geometry from OMol25. Energies are from the ωB97M-V functional and the def2-TZVPD basis.

```
72
Properties=species:S:1:pos:R:3:lowdin_charge:R:1
Re 11.8455 12.8985 10.6315 0.943
C 14.7147 11.6092 10.1965 -0.105
N 14.0858 12.7927 10.8338 -0.295
C 14.6274 13.9760 10.0691 -0.144
C 13.8429 15.2371 10.3768 -0.138
N 12.3952 15.1264 9.9461 -0.222
C 11.6524 16.2556 10.5855 -0.085
C 12.3104 15.2283 8.4577 -0.287
C 12.4175 16.5081 7.9066 -0.032
C 12.3356 16.6502 6.5370 -0.053
C 11.9823 15.5335 5.7491 -0.052
C 11.9231 14.2611 6.3003 -0.094
C 12.1313 14.1389 7.6684 -0.580
S 11.8953 12.5510 8.3293 0.748
C 14.5561 12.9403 12.2639 -0.261
C 15.8917 12.6515 12.5868 -0.012
C 16.3416 12.8126 13.8987 -0.053
C 15.4273 13.1682 14.8745 -0.079
C 14.1282 13.4791 14.5703 -0.087
C 13.6603 13.3407 13.2461 -0.557
S 11.9572 13.6403 12.8740 0.658
H 15.7890 11.7228 10.0754 0.093
H 14.3192 11.5073 9.1774 0.070
H 14.4704 10.7315 10.7745 0.066
H 14.5267 13.6914 9.0235 0.114
H 15.6887 14.1278 10.3056 0.144
H 14.2753 16.1015 9.8741 0.135
H 13.8144 15.4497 11.4354 0.113
H 12.2070 17.1713 10.6486 0.091
H 11.3365 15.9752 11.5718 0.044
H 10.7729 16.5268 10.0252 0.088
H 12.7585 17.4150 8.4812 0.140
H 12.5088 17.6126 6.0478 0.118
H 11.8446 15.6190 4.6826 0.110
H 11.7258 13.3813 5.6746 0.119
H 16.5154 12.1982 11.8368 0.105
H 17.3301 12.4573 14.1818 0.116
H 15.7812 13.1323 15.9126 0.123
H 13.4492 13.8178 15.3322 0.107
C 9.1281 11.7021 9.9256 -0.209
N 9.7051 12.9213 10.6234 -0.267
C 9.1827 14.1111 9.8833 -0.187
N 7.7307 14.1900 9.8022 -0.081
C 7.2730 12.9469 9.1730 -0.154
N 7.6784 11.7539 9.8945 -0.077
C 7.1441 11.7611 11.2300 -0.149
N 7.5735 12.9933 11.8719 -0.078
C 9.0089 13.0031 12.0246 -0.168
C 7.1439 14.1874 11.1141 -0.154
H 9.4619 10.8255 10.4099 0.053
H 9.4372 11.7847 8.8973 0.082
H 9.5278 14.1116 8.8335 0.127
H 9.5085 15.0303 10.3277 0.094
H 7.6964 12.9172 8.1556 0.142
H 6.1945 13.0149 9.1238 0.131
H 7.5180 10.8985 11.8068 0.147
H 6.0725 11.7334 11.2117 0.129
H 9.3132 12.1499 12.6044 0.102
H 9.3227 13.9880 12.4064 0.099
H 7.4247 15.0887 11.6257 0.125
H 6.0443 14.2327 10.9501 0.147
Se 11.8051 10.5794 11.4503 0.787
C 12.0305 9.3181 10.0137 -0.576
C 11.8917 9.5185 8.6397 -0.139
C 12.2845 8.4606 7.7835 -0.112
N 12.6529 7.2263 8.1789 0.074
C 12.7384 7.0604 9.4917 -0.149
C 12.4650 8.0481 10.4164 -0.130
H 11.5030 10.4225 8.1805 -0.022
H 12.2918 8.6051 6.7297 0.098
H 13.1321 6.1455 9.8521 0.101
H 12.6233 7.8727 11.4972 0.104
```

<S²>: 3.776
E_tot in Ha: -4708.435976
2S+1: 4
Charge: +1
E_HOMO (alpha / beta) in eV: -10.7 / -11.2
Lowest unoccupied orbital energy (alpha / beta) in eV: -2.18 / -4.24

---

Copy entry 2 word for word.
Here is a molecular structure, HI3OP at a distorted geometry from OMol25. Energies are from the ωB97M-V functional and the def2-TZVPD basis.

```
6
Properties=species:S:1:pos:R:3:nbo_charge:R:1
O 0.6757 -0.6197 -1.1080 -1.059
P 1.5158 -0.0299 -0.0141 1.175
I 1.8359 -1.8709 1.4678 0.074
I -0.9388 1.4436 1.4729 0.091
I -3.0928 1.5166 0.0249 0.111
H 0.0041 -0.4397 -1.8435 0.607
```

Relative energy (zero: lowest compared OMol25 entry of this formula, charge and spin) in kcal/mol: 34.4
E_tot in Ha: -1310.010866
Charge: +1
E_HOMO in eV: -13.2
Lowest unoccupied orbital energy in eV: -6.44

---

Which formula does entry 4 have?
C27H34N7ReS2Se

---

The lowest E_tot belongs to which entry?
C27H34N7ReS2Se

---

Among the records above, which one has the highest E_tot?
C7H13N